# C53H60ClInN2

C53H60ClInN2 as an isolated structure at a distorted geometry (ωB97M-V/def2-TZVPD, OMol25).

Structure (XYZ):
```
117
Properties=species:S:1:pos:R:3:lowdin_charge:R:1
In -0.35430 0.01970 0.29160 0.97
C -1.35790 1.80710 5.28600 -0.08
C -2.14270 1.47470 4.01900 -0.38
C -3.64310 1.58730 4.30660 -0.06
C -1.72450 2.30130 2.81850 -0.23
C -2.50310 2.31340 1.66210 -0.09
C -2.10910 3.01560 0.53470 -0.10
C -0.91830 3.73210 0.51890 -0.31
C -0.45630 4.44210 -0.71640 -0.04
C -0.15000 3.73690 1.67320 -0.05
C -0.54170 3.03360 2.79940 -0.03
H -1.73600 1.21370 6.11410 0.08
H -1.46360 2.85740 5.54620 0.09
H -0.30490 1.57110 5.16350 0.07
H -1.91820 0.42860 3.76690 0.10
H -3.92280 2.62960 4.45280 0.09
H -3.88890 1.03190 5.20960 0.08
H -4.24100 1.17450 3.49970 0.06
H -3.44120 1.77660 1.63260 0.11
H -2.74830 3.02780 -0.33960 0.12
H 0.01530 3.72490 -1.39170 0.08
H 0.27570 5.20820 -0.47300 0.08
H -1.29040 4.90300 -1.24120 0.08
H 0.76350 4.31410 1.69850 0.11
H 0.09120 3.07710 3.67180 0.10
C 2.38360 -0.54770 -4.24700 -0.05
C 2.45440 -1.58970 -3.12270 -0.37
C 2.71200 -2.97650 -3.71860 -0.05
C 3.53980 -1.17430 -2.14640 -0.12
C 4.80630 -0.98220 -2.69060 -0.05
C 5.81870 -0.37600 -1.98160 -0.07
C 5.50520 0.20590 -0.76820 -0.04
C 4.25930 0.04120 -0.17980 -0.13
C 3.95510 0.98720 0.96550 -0.35
C 3.50270 0.37230 2.28130 -0.05
C 2.94310 2.03110 0.47810 -0.06
C 3.32080 -0.81340 -0.80140 -0.10
N 2.22710 -1.27030 -0.01610 0.08
C 2.36270 -2.52190 0.77350 -0.22
C 0.08320 -3.03000 -0.35230 -0.27
N -0.97110 -2.25290 0.21990 -0.17
C -2.26430 -2.62110 -0.17070 -0.23
C -2.74970 -2.44320 -1.48430 -0.14
C -4.04450 -2.83150 -1.79380 -0.05
C -4.89900 -3.33990 -0.83620 -0.08
C -4.45070 -3.46180 0.46400 -0.04
C -3.15010 -3.13240 0.80180 -0.16
C -2.69090 -3.28240 2.23300 -0.38
C -3.16080 -4.58480 2.87870 -0.06
C -3.18950 -2.07820 3.03050 -0.06
C -1.94030 -1.72800 -2.54590 -0.40
C -1.65420 -2.60720 -3.76440 -0.06
C -2.65110 -0.43670 -2.96190 -0.06
C 0.46860 -4.40980 0.28670 -0.05
C -0.51160 -5.36170 0.41920 -0.01
C -0.20920 -6.69720 0.71620 -0.06
C 1.09220 -7.11250 0.75160 -0.03
C 2.13920 -6.18110 0.60450 -0.15
C 3.49020 -6.59520 0.51310 -0.03
C 4.48910 -5.69450 0.28220 -0.07
C 4.21950 -4.31330 0.29740 -0.09
C 2.94320 -3.87860 0.49630 -0.15
C 1.83490 -4.80180 0.48750 -0.04
H 1.54370 -0.76330 -4.90270 0.07
H 3.28840 -0.55320 -4.84850 0.07
H 2.25810 0.44930 -3.82970 0.09
H 1.47730 -1.56990 -2.63150 0.11
H 3.60990 -2.95550 -4.33170 0.08
H 1.87950 -3.28480 -4.34680 0.08
H 2.85710 -3.72990 -2.94580 0.08
H 4.99600 -1.31230 -3.69950 0.11
H 6.80960 -0.28440 -2.40180 0.10
H 6.24450 0.81920 -0.27290 0.11
H 4.89080 1.52180 1.16870 0.13
H 2.50360 -0.04670 2.19300 0.06
H 3.48520 1.13880 3.05470 0.09
H 4.19850 -0.40340 2.58640 0.05
H 1.94900 1.58950 0.39490 -0.02
H 3.23580 2.42640 -0.49370 0.09
H 2.89780 2.85390 1.18780 0.08
H -4.40430 -2.70880 -2.80560 0.11
H -5.91120 -3.61100 -1.09660 0.10
H -5.12450 -3.83010 1.22350 0.11
H -1.59900 -3.27930 2.23620 0.10
H -4.21450 -4.53550 3.14220 0.07
H -2.59170 -4.77770 3.78570 0.08
H -3.00860 -5.41960 2.20050 0.07
H -4.27530 -2.02780 2.99110 0.09
H -2.78760 -1.16110 2.59610 0.06
H -2.88980 -2.14840 4.07540 0.08
H -0.97570 -1.42500 -2.11090 0.08
H -2.57780 -2.91650 -4.24810 0.08
H -1.10750 -3.50420 -3.47610 0.08
H -1.05470 -2.05950 -4.48980 0.07
H -3.65770 -0.63380 -3.32150 0.08
H -2.09230 0.05930 -3.75400 0.08
H -2.72140 0.23910 -2.10600 0.06
H -1.54030 -5.07990 0.25590 0.11
H -1.01170 -7.40970 0.84190 0.10
H 1.34590 -8.15730 0.86570 0.11
H 3.71310 -7.64990 0.59550 0.11
H 5.50900 -6.02730 0.15030 0.10
H 5.02870 -3.60710 0.18330 0.10
Cl 4.58510 -3.06570 2.90680 0.79
C 2.92920 -2.67180 3.23600 -0.56
C 2.59550 -2.56490 4.57760 -0.10
C 1.32110 -2.19040 4.95830 -0.07
C 0.38350 -1.93290 3.97750 -0.06
C 0.71930 -2.06060 2.64200 -0.05
C 1.99600 -2.42110 2.22350 -0.16
C 1.46050 -2.41400 -0.42880 -0.21
H 3.35210 -2.75820 5.32270 0.10
H 1.06990 -2.10060 6.00490 0.11
H -0.61980 -1.64170 4.24840 0.09
H -0.04100 -1.92760 1.88460 0.03
H -0.19120 -3.33620 -1.38420 0.14
H 1.96410 -2.94580 -1.23840 0.12
```

Calculated values
LUMO level ... 0.02 eV
Strongest force on any atom ... 1.110 eV/Å
Relative energy (zero: lowest compared OMol25 entry of this formula, charge and spin) ... 46.91 kcal/mol
HOMO level ... -7.15 eV
Frontier orbital gap ... 0.2637 hartree